Arrangement one

Molecular formula: C2H6O2
Method: DFT, the ωB97M-V functional and the def2-TZVPD basis

```
! wB97M-V def2-TZVPD RIJCOSX def2/J DEFGRID3
* xyz 0 1
O 0.131 -3.757 -0.054
O -0.733 2.590 -1.304
C -0.503 2.360 -0.117
C 0.460 1.242 0.231
H 0.223 0.655 1.134
H 1.479 1.651 0.335
H -0.850 2.963 0.756
H 0.190 -4.709 -0.297
H -0.834 -3.564 -0.041
H 0.438 0.569 -0.642
*
```

Output
- Kohn-Sham gap: 10.773 eV
- SMILES: CC=O.O

***

Arrangement two

Molecular formula: C2H6O2
Method: DFT, the ωB97M-V functional and the def2-TZVPD basis

```
! wB97M-V def2-TZVPD RIJCOSX def2/J DEFGRID3
* xyz 0 1
O -0.174 1.072 -0.399
O -0.564 -1.164 -1.281
C 0.156 -0.848 -0.082
C 0.292 0.703 0.963
H 1.211 -0.958 -0.246
H -0.474 1.024 1.710
H -1.131 1.028 -0.387
H -0.349 -1.442 0.644
H 1.156 1.397 1.152
H -0.122 -0.812 -2.073
*
```

Output
- Kohn-Sham gap: 9.050 eV
- SMILES: OCCO

***

Winner for stability: arrangement one

***

Arrangement one

Molecular formula: C5H11N
Method: DFT, the ωB97M-V functional and the def2-TZVPD basis

```
! wB97M-V def2-TZVPD RIJCOSX def2/J DEFGRID3
* xyz 0 1
N -1.701 1.068 0.000
C 1.732 0.744 0.993
C 0.380 -1.242 -0.290
C 0.611 0.209 0.075
C -0.331 1.533 0.029
C -0.909 -1.971 -0.373
H 1.028 -1.820 0.378
H -1.544 -1.348 -1.035
H -0.167 1.969 0.960
H 2.561 1.465 0.580
H 0.314 0.625 -1.503
H -0.732 -2.984 -0.689
H 1.155 1.310 1.725
H -2.169 1.701 0.702
H 0.034 2.108 -0.936
H 1.132 -1.221 -1.229
H -1.396 -2.147 0.612
*
```

Output
- Kohn-Sham gap: 5.455 eV

***

Arrangement two

Molecular formula: C5H11N
Method: DFT, the ωB97M-V functional and the def2-TZVPD basis

```
! wB97M-V def2-TZVPD RIJCOSX def2/J DEFGRID3
* xyz 0 1
N 0.091 0.562 -1.163
C -1.247 1.566 0.702
C -0.102 -0.727 0.855
C 1.243 -1.070 0.248
C 1.146 -0.493 -1.200
C -0.851 0.285 -0.048
H -1.709 -0.231 -0.509
H -1.153 2.466 0.099
H 0.054 -0.340 1.876
H -0.558 1.658 1.541
H -0.743 -1.610 0.880
H -0.391 0.504 -2.049
H 2.057 -0.607 0.803
H -2.246 1.486 1.102
H 1.390 -2.150 0.203
H 0.923 -1.284 -1.927
H 2.096 -0.013 -1.413
*
```

Output
- Kohn-Sham gap: 9.834 eV
- SMILES: C[C@@H]1CCCN1

***

Arrangement three

Molecular formula: C5H11N
Method: DFT, the ωB97M-V functional and the def2-TZVPD basis

```
! wB97M-V def2-TZVPD RIJCOSX def2/J DEFGRID3
* xyz 0 1
N -0.965 -0.659 1.211
C -1.886 1.080 -0.230
C 2.295 0.161 -0.930
C 0.435 -0.243 1.419
C -1.516 -0.393 -0.122
C 0.252 -1.503 1.281
H 1.477 0.845 -1.176
H -2.598 1.286 -1.035
H 2.845 -0.046 -1.843
H 0.435 -2.543 1.471
H -0.852 -0.683 -0.954
H 0.949 0.692 1.560
H -1.002 1.696 -0.421
H 1.903 -0.771 -0.504
H -2.415 -1.009 -0.185
H 2.982 0.676 -0.251
H -2.338 1.415 0.709
*
```

Output
- Kohn-Sham gap: 9.107 eV
- SMILES: CCN1C=C1.C

***

Winner for stability: arrangement two

***

Arrangement one

Molecular formula: C5H11N
Method: DFT, the ωB97M-V functional and the def2-TZVPD basis

```
! wB97M-V def2-TZVPD RIJCOSX def2/J DEFGRID3
* xyz 0 1
N 0.348 -0.349 0.424
C 2.173 1.303 0.783
C -0.403 -1.083 -0.614
C -2.467 0.136 -0.129
C -1.807 -1.094 -0.204
C 1.596 0.272 -0.194
H -2.317 -2.044 -0.076
H -2.051 1.119 -0.309
H -1.694 -0.159 0.839
H -3.555 -0.003 -0.066
H 1.336 1.827 1.267
H -0.281 -0.565 -1.585
H 2.831 0.787 1.461
H 2.660 2.166 0.309
H 0.066 -2.076 -0.708
H 1.731 0.519 -1.253
H 1.835 -0.756 0.055
*
```

Output
- Kohn-Sham gap: 5.098 eV

***

Arrangement two

Molecular formula: C5H11N
Method: DFT, the ωB97M-V functional and the def2-TZVPD basis

```
! wB97M-V def2-TZVPD RIJCOSX def2/J DEFGRID3
* xyz 0 1
N -0.736 0.242 0.791
C -0.307 1.564 1.041
C 0.208 0.580 -0.034
C -1.504 -0.899 0.859
C 0.082 0.757 -1.520
C 1.658 -1.253 -0.018
H -2.190 -0.774 1.733
H 0.810 1.472 -1.912
H 2.222 -0.379 -0.301
H -0.924 1.144 -1.746
H -2.145 -0.946 -0.043
H -1.064 2.315 0.783
H -0.432 -1.723 0.671
H 0.207 -0.198 -2.033
H 1.531 -1.892 -0.905
H 0.290 1.788 1.924
H 2.294 -1.796 0.711
*
```

Output
- Kohn-Sham gap: 8.176 eV

***

Winner for stability: arrangement two

***

Arrangement one

Molecular formula: C5H10OS
Method: DFT, the ωB97M-V functional and the def2-TZVPD basis

```
! wB97M-V def2-TZVPD RIJCOSX def2/J DEFGRID3
* xyz 0 1
S -0.518 1.311 1.008
O -0.326 2.564 0.284
C -1.925 0.361 0.249
C 0.357 -0.103 0.099
C 0.758 0.387 -1.277
C 1.538 -0.654 0.871
C -0.915 -0.948 0.091
H 2.291 0.121 0.998
H -0.115 0.588 -1.893
H 1.990 -1.486 0.332
H -2.186 0.783 -0.714
H 1.321 1.315 -1.183
H -1.020 -1.558 0.984
H -1.082 -1.536 -0.808
H -2.784 0.207 0.887
H 1.381 -0.349 -1.783
H 1.237 -1.004 1.856
*
```

Output
- Kohn-Sham gap: 9.599 eV

***

Arrangement two

Molecular formula: C5H10OS
Method: DFT, the ωB97M-V functional and the def2-TZVPD basis

```
! wB97M-V def2-TZVPD RIJCOSX def2/J DEFGRID3
* xyz 0 1
S 0.009 1.695 -0.897
O 0.795 1.840 -2.117
C -0.978 -0.678 0.109
C -0.609 -2.118 -0.100
C 1.371 1.454 1.519
C 0.804 0.635 0.413
C -1.206 0.235 -1.091
H 0.588 2.038 1.912
H 1.522 0.009 -0.149
H 0.183 -2.545 0.680
H -0.188 -2.313 -1.134
H 2.090 2.122 0.975
H -0.769 -0.256 -1.977
H -1.804 -0.611 0.830
H 1.921 0.874 2.237
H -1.519 -2.666 0.048
H -2.209 0.285 -1.259
*
```

Output
- Kohn-Sham gap: 8.747 eV

***

Arrangement three

Molecular formula: C5H10OS
Method: DFT, the ωB97M-V functional and the def2-TZVPD basis

```
! wB97M-V def2-TZVPD RIJCOSX def2/J DEFGRID3
* xyz 0 1
S -0.034 -1.564 0.236
O -3.089 -0.708 -0.182
C -2.139 0.325 -0.249
C 1.097 -0.242 -0.444
C 2.540 -0.353 -0.130
C -0.939 0.002 0.664
C 0.335 0.824 0.374
H -2.734 -1.575 -0.221
H 3.041 0.500 -0.560
H 0.135 1.802 -0.109
H 2.750 -0.338 0.935
H 2.941 -1.250 -0.584
H 0.983 -0.124 -1.547
H 0.889 1.047 1.318
H -1.876 0.473 -1.279
H -1.290 -0.048 1.712
H -2.609 1.230 0.066
*
```

Output
- Kohn-Sham gap: 9.745 eV

***

Winner for stability: arrangement three

***

Arrangement one

Molecular formula: C2H8NO2
Method: DFT, the ωB97M-V functional and the def2-TZVPD basis

```
! wB97M-V def2-TZVPD RIJCOSX def2/J DEFGRID3
* xyz -1 1
O -0.089 0.580 2.146
O 0.416 0.603 -0.346
N -0.512 -0.016 -2.482
C 0.485 -0.275 -1.330
C -0.228 -0.810 1.948
H -0.530 -1.268 2.899
H -0.993 -0.993 1.194
H -1.274 0.409 -1.963
H 0.696 -1.189 1.467
H -0.032 0.657 -3.066
H 1.507 -0.426 -1.756
H 0.197 -1.301 -0.981
H -0.017 0.999 1.233
*
```

Output
- Kohn-Sham gap: 7.556 eV

***

Arrangement two

Molecular formula: C2H8NO2
Method: DFT, the ωB97M-V functional and the def2-TZVPD basis

```
! wB97M-V def2-TZVPD RIJCOSX def2/J DEFGRID3
* xyz -1 1
O 1.028 0.577 -1.450
O -1.180 -0.803 1.212
N 0.006 1.319 0.601
C -1.073 -1.505 -0.016
C 1.195 0.788 0.013
H -1.303 -0.856 -0.848
H -1.724 -2.387 0.079
H 2.096 1.493 0.078
H -0.751 0.144 1.000
H 0.159 0.978 -1.595
H 1.462 -0.211 0.354
H 0.113 2.334 0.750
H -0.027 -1.870 -0.179
*
```

Output
- Kohn-Sham gap: 7.499 eV

***

Arrangement three

Molecular formula: C2H8NO2
Method: DFT, the ωB97M-V functional and the def2-TZVPD basis

```
! wB97M-V def2-TZVPD RIJCOSX def2/J DEFGRID3
* xyz -1 1
O -0.649 0.563 0.763
O 0.228 -0.607 2.801
N -1.112 -0.583 -1.491
C 0.431 0.783 -0.012
C 0.306 -0.323 -1.184
H 0.709 0.144 -2.074
H -1.684 0.192 -1.863
H -1.542 -0.696 -0.665
H -0.376 -0.052 2.079
H 0.471 1.877 -0.506
H 1.020 -1.013 2.441
H 0.892 -1.181 -1.035
H 1.305 0.896 0.747
*
```

Output
- Kohn-Sham gap: 7.745 eV

***

Winner for stability: arrangement one

***

Arrangement one

Molecular formula: C2H8NO2
Method: DFT, the ωB97M-V functional and the def2-TZVPD basis

```
! wB97M-V def2-TZVPD RIJCOSX def2/J DEFGRID3
* xyz -1 1
O -0.337 0.750 -2.410
O -1.282 -0.683 2.397
N -0.064 -0.329 -0.266
C -0.612 0.800 -1.126
C 1.389 -0.331 -0.212
H -1.705 0.726 -0.883
H -0.932 0.098 2.832
H -0.355 -1.242 -0.518
H -0.158 1.695 -0.654
H 1.784 -1.340 -0.058
H -1.329 -0.431 1.452
H 1.819 0.008 -1.166
H 1.781 0.279 0.611
*
```

Output
- Kohn-Sham gap: 6.723 eV

***

Arrangement two

Molecular formula: C2H8NO2
Method: DFT, the ωB97M-V functional and the def2-TZVPD basis

```
! wB97M-V def2-TZVPD RIJCOSX def2/J DEFGRID3
* xyz -1 1
O -0.007 -0.591 0.200
O 0.145 -3.086 -0.021
N -1.035 1.885 0.390
C 0.047 1.762 -0.516
C 0.770 0.412 -0.192
H 0.047 -1.744 0.057
H -0.699 -3.185 0.461
H 0.840 2.552 -0.446
H -1.076 0.886 0.810
H 1.417 -0.022 -1.001
H -0.645 2.381 1.277
H 1.629 0.572 0.546
H -0.275 1.732 -1.618
*
```

Output
- Kohn-Sham gap: 8.245 eV

***

Arrangement three

Molecular formula: C2H8NO2
Method: DFT, the ωB97M-V functional and the def2-TZVPD basis

```
! wB97M-V def2-TZVPD RIJCOSX def2/J DEFGRID3
* xyz -1 1
O 0.635 0.022 0.075
O -1.789 -0.633 -0.286
N 2.837 0.391 -0.731
C 1.351 0.700 -0.825
C -2.471 -0.657 0.927
H -3.548 -0.500 0.785
H -0.801 -0.371 -0.104
H -2.137 0.128 1.610
H 3.110 0.831 0.149
H 1.111 0.495 -1.887
H 1.274 1.807 -0.707
H 2.802 -0.591 -0.453
H -2.375 -1.623 1.448
*
```

Output
- Kohn-Sham gap: 7.759 eV

***

Arrangement four

Molecular formula: C2H8NO2
Method: DFT, the ωB97M-V functional and the def2-TZVPD basis

```
! wB97M-V def2-TZVPD RIJCOSX def2/J DEFGRID3
* xyz -1 1
O -0.246 0.400 2.336
O 1.379 -0.404 0.706
N -1.416 0.316 -0.443
C -0.301 -0.434 -1.061
C 1.077 -0.008 -0.583
H -0.370 -0.292 -2.148
H -1.299 1.294 -0.699
H 0.653 0.012 1.468
H 1.094 1.088 -0.707
H -1.241 0.319 0.572
H 1.831 -0.417 -1.287
H -0.675 -0.387 2.689
H -0.486 -1.486 -0.843
*
```

Output
- Kohn-Sham gap: 8.259 eV

***

Winner for stability: arrangement four